{
  "formula": "C21H31F4N3ReSeSi",
  "method": "wB97M-V/def2-TZVPD",
  "homo_energy_ha": [-0.5304, -0.5377],
  "total_charge": 2,
  "max_force_ev_per_a": 0.41,
  "homo_lumo_gap_ev": [6.81, 7.12],
  "multiplicity": 4,
  "s2": 3.79,
  "species": ["Re", "C", "C", "N", "C", "C", "C", "C", "N", "C", "C", "F", "C", "F", "C", "C", "F", "C", "F", "H", "H", "H", "H", "H", "H", "H", "H", "H", "H", "H", "H", "H", "H", "H", "N", "C", "C", "C", "C", "C", "C", "H", "H", "H", "H", "H", "H", "H", "C", "Si", "C", "C", "Se", "H", "H", "H", "H", "H", "H", "H", "H", "H"],
  "xyz": [[-0.026, 0.349, -0.612], [-3.114, -1.094, -0.211], [-2.784, -0.861, -1.670], [-1.742, 0.194, -1.959], [-1.392, 0.085, -3.431], [-0.405, -1.008, -3.779], [-2.328, 1.563, -1.742], [-1.233, 2.627, -1.887], [0.069, 2.038, -1.497], [1.267, 2.702, -1.826], [2.432, 1.938, -1.938], [2.334, 0.591, -1.689], [3.646, 2.473, -2.303], [4.695, 1.671, -2.410], [3.749, 3.830, -2.550], [2.616, 4.607, -2.430], [2.678, 5.910, -2.647], [1.386, 4.068, -2.067], [0.336, 4.877, -1.937], [-3.893, -1.856, -0.171], [-2.266, -1.469, 0.365], [-3.498, -0.205, 0.285], [-2.432, -1.782, -2.137], [-3.675, -0.550, -2.221], [-2.339, -0.067, -3.955], [-1.000, 1.049, -3.745], [-0.760, -2.006, -3.514], [-0.255, -1.014, -4.858], [0.580, -0.832, -3.336], [-3.127, 1.716, -2.470], [-2.764, 1.585, -0.745], [-1.169, 3.014, -2.904], [-1.459, 3.467, -1.230], [4.696, 4.276, -2.822], [0.514, -1.813, -0.724], [0.401, -2.775, 0.382], [-0.562, -3.767, 0.320], [-0.648, -4.684, 1.360], [0.241, -4.615, 2.423], [1.215, -3.626, 2.454], [1.290, -2.686, 1.437], [1.474, -1.846, -1.074], [-0.036, -2.189, -1.496], [-1.236, -3.840, -0.526], [-1.397, -5.462, 1.324], [0.187, -5.344, 3.219], [1.923, -3.592, 3.271], [2.049, -1.910, 1.443], [-0.665, -0.984, 4.505], [0.363, 0.438, 3.910], [-0.136, 2.096, 4.572], [2.194, 0.154, 3.877], [-0.409, 0.786, 1.611], [-0.429, -1.220, 5.545], [-0.466, -1.874, 3.906], [-1.727, -0.741, 4.453], [0.108, 2.151, 5.636], [-1.209, 2.259, 4.471], [0.403, 2.898, 4.068], [2.575, 0.151, 4.902], [2.702, 0.958, 3.343], [2.455, -0.806, 3.433]],
  "forces_ev_per_angstrom": [[-0.160, -0.230, -0.083], [-0.012, -0.004, 0.022], [0.128, 0.172, -0.013], [-0.024, -0.109, -0.377], [-0.064, 0.059, 0.171], [0.047, -0.009, 0.011], [0.177, -0.131, 0.055], [0.030, 0.092, 0.011], [-0.284, -0.043, -0.060], [0.223, -0.115, -0.014], [-0.162, 0.096, -0.014], [0.014, 0.120, -0.009], [-0.049, 0.032, 0.033], [0.030, 0.003, 0.015], [-0.007, -0.017, -0.004], [-0.012, 0.026, 0.022], [0.000, 0.002, 0.002], [0.084, -0.096, -0.006], [-0.016, 0.008, -0.004], [-0.024, 0.020, 0.037], [0.024, -0.003, -0.031], [-0.008, 0.002, -0.014], [0.015, -0.018, 0.034], [-0.033, -0.054, 0.020], [0.015, 0.009, -0.036], [0.063, -0.033, -0.012], [-0.004, -0.014, -0.008], [-0.021, -0.002, -0.007], [-0.018, 0.022, 0.021], [-0.001, 0.086, 0.015], [0.036, 0.003, 0.002], [0.029, -0.011, -0.005], [-0.050, 0.007, -0.045], [0.002, -0.008, -0.018], [-0.111, -0.038, -0.208], [-0.003, 0.090, 0.091], [-0.022, 0.099, 0.038], [0.028, -0.003, 0.018], [-0.046, -0.043, -0.046], [0.026, 0.052, 0.036], [0.065, -0.012, -0.052], [0.019, 0.059, 0.079], [0.026, -0.020, -0.015], [0.009, 0.004, -0.001], [0.006, -0.010, 0.010], [-0.002, -0.001, 0.008], [0.006, 0.013, 0.007], [-0.027, -0.045, 0.023], [0.020, 0.064, -0.230], [0.153, -0.053, 0.381], [0.051, -0.096, -0.097], [-0.082, 0.007, -0.101], [-0.049, 0.046, 0.345], [0.075, 0.074, 0.024], [-0.073, -0.036, 0.019], [-0.014, -0.049, -0.019], [0.020, -0.061, 0.007], [0.005, 0.046, -0.020], [-0.050, 0.037, 0.006], [-0.066, 0.024, 0.038], [0.045, -0.045, -0.022], [0.022, 0.036, -0.029]]
}

=====

{
  "formula": "CH4I2OSi",
  "method": "wB97M-V/def2-TZVPD",
  "homo_energy_ha": [-0.2984, -0.2991],
  "max_force_ev_per_a": 4.16,
  "homo_lumo_gap_ev": [5.73, 5.75],
  "species": ["C", "O", "Si", "I", "I", "H", "H", "H", "H"],
  "xyz": [[1.792, -0.141, 0.351], [1.153, 1.037, 0.074], [-1.857, 0.426, -0.637], [-3.404, 1.990, 0.433], [-1.692, -1.699, 0.628], [1.135, -0.763, 0.935], [2.655, 0.029, 0.930], [1.921, -0.762, -0.662], [-1.702, -0.117, -2.052]],
  "forces_ev_per_angstrom": [[-2.199, -0.871, -3.425], [-1.527, 0.404, -0.410], [2.068, -1.194, 1.095], [0.554, -0.472, -0.723], [-0.152, 0.861, -0.379], [-0.345, -0.773, 0.802], [1.506, 0.114, 0.539], [0.578, 0.960, 1.957], [-0.485, 0.971, 0.544]]
}

=====

{
  "formula": "C31H41CuN6O2SbSe",
  "method": "wB97M-V/def2-TZVPD",
  "homo_energy_ha": [-0.1544, -0.2508],
  "max_force_ev_per_a": 1.05,
  "homo_lumo_gap_ev": [4.59, 7.21],
  "multiplicity": 2,
  "s2": 0.77,
  "species": ["Cu", "C", "O", "C", "C", "C", "C", "C", "C", "C", "N", "C", "C", "N", "C", "C", "C", "C", "N", "C", "C", "N", "C", "C", "C", "C", "H", "H", "H", "H", "H", "H", "H", "H", "H", "H", "H", "H", "H", "H", "C", "C", "Sb", "C", "C", "C", "C", "H", "H", "H", "H", "H", "H", "H", "H", "H", "H", "H", "H", "H", "H", "H", "Se", "C", "N", "C", "C", "O", "N", "C", "C", "H", "H", "H", "H", "H", "H", "H", "H", "H", "H", "H", "H"],
  "xyz": [[-0.053, -0.421, 0.407], [-13.693, -0.520, -0.120], [-12.850, 0.616, -0.161], [-11.508, 0.397, -0.140], [-10.704, 1.535, -0.083], [-9.332, 1.414, -0.053], [-8.723, 0.156, -0.080], [-9.533, -0.966, -0.146], [-10.920, -0.861, -0.176], [-7.255, 0.074, -0.024], [-6.445, 1.103, -0.063], [-5.178, 0.568, 0.030], [-5.230, -0.793, 0.125], [-6.572, -1.104, 0.091], [-4.081, -1.650, 0.258], [-4.120, -3.010, 0.432], [-2.899, -3.720, 0.577], [-1.725, -3.013, 0.517], [-1.637, -1.686, 0.332], [-2.824, -0.968, 0.225], [-2.746, 0.440, 0.124], [-1.495, 1.022, 0.125], [-1.415, 2.352, 0.095], [-2.504, 3.200, 0.054], [-3.784, 2.630, 0.025], [-3.916, 1.264, 0.049], [-14.709, -0.142, -0.061], [-13.485, -1.136, 0.758], [-13.586, -1.127, -1.022], [-11.182, 2.506, -0.059], [-8.701, 2.291, -0.002], [-9.100, -1.959, -0.185], [-11.519, -1.758, -0.233], [-6.969, -2.023, 0.157], [-5.068, -3.534, 0.482], [-2.883, -4.789, 0.742], [-0.778, -3.531, 0.631], [-0.407, 2.758, 0.100], [-2.360, 4.271, 0.040], [-4.676, 3.243, -0.008], [6.521, 0.369, 0.014], [5.243, 0.434, 0.850], [3.394, 0.044, -0.153], [4.026, -1.023, -1.867], [4.527, -0.085, -2.957], [2.812, 1.949, -0.897], [3.953, 2.945, -1.102], [7.402, 0.523, 0.640], [6.538, 1.137, -0.760], [6.640, -0.600, -0.474], [5.116, 1.417, 1.306], [5.257, -0.293, 1.663], [3.162, -1.594, -2.189], [4.789, -1.727, -1.532], [3.767, 0.641, -3.246], [4.783, -0.664, -3.846], [5.420, 0.461, -2.655], [2.100, 2.300, -0.150], [2.257, 1.765, -1.818], [4.510, 3.117, -0.180], [3.558, 3.910, -1.424], [4.661, 2.612, -1.861], [1.932, -0.415, 1.727], [-0.480, -3.395, -3.235], [0.412, -2.553, -2.455], [1.233, -3.228, -1.460], [0.395, -1.200, -2.500], [0.946, -0.517, -1.619], [-0.307, -0.600, -3.523], [-0.609, 0.813, -3.333], [-0.004, -0.956, -4.905], [-0.911, -4.148, -2.574], [0.041, -3.909, -4.046], [-1.291, -2.803, -3.646], [0.674, -4.074, -1.063], [1.465, -2.551, -0.641], [2.162, -3.605, -1.898], [-0.879, 1.000, -2.297], [-1.452, 1.072, -3.974], [0.246, 1.448, -3.596], [0.595, -1.861, -4.955], [0.568, -0.149, -5.375], [-0.916, -1.109, -5.485]],
  "forces_ev_per_angstrom": [[0.118, 0.043, 0.316], [0.015, 0.034, -0.027], [-0.026, -0.037, 0.041], [-0.022, -0.028, -0.017], [0.050, 0.025, -0.016], [-0.020, 0.062, 0.013], [0.178, 0.009, 0.018], [-0.076, -0.062, -0.008], [0.067, 0.018, -0.004], [-0.201, -0.007, 0.003], [0.127, -0.019, 0.010], [0.030, 0.323, -0.011], [0.011, -0.304, 0.033], [0.069, -0.052, -0.008], [-0.065, 0.255, -0.026], [0.097, -0.255, 0.023], [-0.271, 0.025, -0.060], [0.123, 0.242, -0.055], [-0.313, -0.073, 0.003], [0.201, -0.187, -0.009], [0.127, 0.155, -0.036], [-0.273, 0.045, 0.061], [0.066, -0.116, -0.001], [-0.081, -0.002, -0.056], [0.025, 0.157, -0.015], [-0.029, -0.187, -0.006], [-0.013, 0.014, -0.007], [-0.005, -0.003, 0.014], [0.006, -0.010, -0.004], [0.005, -0.017, 0.004], [-0.014, -0.015, -0.004], [-0.010, 0.008, 0.000], [0.010, -0.004, 0.007], [-0.002, 0.002, 0.012], [0.018, -0.006, -0.014], [-0.007, 0.011, -0.005], [0.004, 0.025, 0.042], [-0.009, -0.005, 0.033], [0.002, -0.017, 0.002], [0.012, -0.006, -0.020], [-0.061, 0.031, 0.055], [0.129, -0.046, -0.147], [0.003, 0.886, 0.559], [-0.145, -0.439, 0.043], [-0.004, -0.092, -0.085], [0.092, 0.081, -0.203], [-0.089, -0.002, 0.066], [-0.017, -0.002, 0.010], [-0.003, 0.002, 0.010], [-0.011, 0.011, -0.003], [0.008, -0.030, 0.045], [0.036, 0.016, 0.016], [0.031, -0.025, -0.128], [0.043, 0.020, -0.083], [-0.018, -0.018, 0.015], [0.018, 0.023, -0.016], [0.011, 0.006, 0.019], [-0.016, -0.001, -0.006], [-0.030, 0.016, 0.058], [0.000, 0.002, -0.008], [0.003, 0.003, -0.005], [0.006, -0.017, -0.020], [0.034, -0.428, -0.204], [-0.013, 0.015, 0.116], [0.075, -0.125, -0.149], [-0.022, 0.021, -0.078], [-0.113, 0.061, 0.269], [0.183, 0.046, -0.327], [0.117, 0.035, -0.088], [-0.002, -0.034, 0.004], [-0.055, 0.004, 0.041], [-0.027, 0.004, 0.014], [0.013, -0.004, -0.021], [-0.010, 0.023, 0.004], [0.005, -0.012, 0.017], [-0.046, -0.003, 0.016], [-0.026, -0.039, -0.003], [-0.019, -0.033, -0.021], [0.013, 0.012, -0.009], [0.000, 0.008, -0.012], [-0.006, -0.020, 0.018], [0.007, -0.006, -0.002], [-0.022, 0.010, -0.004]]
}